1.
{"formula": "C13H26BBr21O2P", "method": "wB97M-V/def2-TZVPD", "charge": -1, "gap_ev": 4.0586, "energy_ha": -55081.7568, "spin_multiplicity": 1, "e_homo_ev": -2.93, "elements": ["Br", "Br", "Br", "Br", "Br", "Br", "Br", "Br", "Br", "Br", "Br", "Br", "Br", "Br", "Br", "Br", "Br", "Br", "Br", "Br", "Br", "P", "O", "O", "C", "C", "C", "C", "C", "C", "C", "C", "C", "C", "C", "C", "C", "B", "H", "H", "H", "H", "H", "H", "H", "H", "H", "H", "H", "H", "H", "H", "H", "H", "H", "H", "H", "H", "H", "H", "H", "H", "H", "H"], "coordinates": [[0.9138, 2.6853, -3.8226], [-4.0322, 5.9062, 0.6697], [0.1784, -1.4894, -7.3308], [0.4313, 3.2040, -6.9265], [1.9749, 3.7790, -0.5488], [4.1625, 3.7368, 5.4740], [-2.3868, -0.3342, 2.8391], [-7.7008, 2.0548, -0.8212], [1.6584, -1.4046, -4.5188], [-0.8678, 6.0090, 0.3823], [-10.1176, 0.1747, 0.0403], [-3.9426, 2.3138, 2.0419], [3.9117, 3.0041, 8.5576], [-0.3385, 2.3949, 1.2014], [-5.1418, -0.5214, 1.2643], [2.4902, 2.9820, 2.4848], [-1.8211, 1.7931, -5.1748], [2.0951, 1.5183, 6.4067], [-8.2447, 1.4799, 2.2505], [1.1325, -4.2008, -5.9544], [-2.1859, 5.5244, 3.2283], [2.3919, -4.2624, -1.1367], [1.2667, -0.2090, -0.6599], [2.2123, -4.9949, 1.6689], [1.9720, -1.3825, -1.1009], [1.5475, 2.5281, 0.8692], [2.9854, 3.1523, 6.8767], [0.0680, 2.0517, -5.4258], [4.0453, -3.2904, 1.3943], [1.2214, -2.6796, -1.0199], [0.1450, 0.1466, -1.4394], [0.4985, -2.4180, -5.6641], [3.4141, -2.2882, 2.3799], [-1.1779, -0.4327, -0.9348], [-4.1068, 0.4610, 2.5502], [-9.0352, 1.6930, 0.5134], [-2.3688, 6.3825, 1.5160], [2.9006, -4.1869, 0.7706], [-1.9692, 0.3089, -1.0425], [0.5332, -2.7641, -1.8728], [-1.4366, -1.3441, -1.4695], [-9.6884, 2.5509, 0.5591], [4.1520, -1.5456, 2.6812], [0.6078, -2.7372, -0.1141], [-2.3920, 7.4468, 1.6932], [-1.0741, -0.7011, 0.1111], [2.2275, 3.9116, 6.9954], [0.2749, -0.0826, -2.4959], [2.3573, -1.2815, -2.1219], [-0.4542, -2.4893, -5.1603], [4.8146, -3.8578, 1.9230], [-4.6437, 0.4329, 3.4862], [1.8870, 1.5486, 0.5466], [3.5443, -3.3949, -1.5459], [3.2397, -5.5042, -1.2339], [0.4905, 1.0830, -5.6583], [3.0403, -2.8192, 3.2532], [2.5753, -1.7571, 1.9263], [1.2677, -4.9037, 1.5418], [0.0635, 1.2306, -1.3745], [2.0420, -4.4163, -2.5760], [1.1952, -5.1093, -0.7986], [2.8516, -1.4397, -0.4563], [4.5258, -2.7277, 0.5916]]}



2.
{"formula": "C5H11O4Tm", "method": "wB97M-V/def2-TZVPD", "charge": 1, "gap_ev": [6.7944, 7.3548], "energy_ha": -1582.7573, "s2": 3.9909, "spin_multiplicity": 4, "e_homo_ev": [-11.53, -12.51], "relative_energy_kcal_mol": 144.2, "elements": ["Tm", "O", "O", "O", "O", "C", "C", "C", "C", "C", "H", "H", "H", "H", "H", "H", "H", "H", "H", "H", "H"], "coordinates": [[0.2887, -0.9501, -0.3410], [2.1404, -0.8890, -0.9755], [-1.5822, -2.2321, -0.3511], [0.7025, 1.3470, -0.7975], [-1.0537, 0.1623, 0.7866], [-1.1585, 1.5532, 0.6536], [2.1014, 1.5126, -1.0834], [-2.8111, -1.2134, 0.5674], [2.5572, 0.2019, -1.7189], [0.1350, 2.1216, 0.1757], [-2.6433, -1.3750, 1.6509], [2.1546, 0.1667, -2.7550], [-3.7918, -0.9699, 0.9833], [2.6255, 1.6918, -0.1328], [-1.7314, -2.8824, -1.0373], [0.3753, 3.1875, 0.1748], [3.6598, 0.2584, -1.8163], [-3.4151, -1.1487, -0.3609], [-1.9747, 1.8012, -0.0645], [-1.4242, 2.0315, 1.6148], [2.2391, 2.3791, -1.7468]]}



3.
{"formula": "C13H20N2OS", "method": "wB97M-V/def2-TZVPD", "gap_ev": 9.0492, "energy_ha": -1090.1361, "spin_multiplicity": 1, "e_homo_ev": -8.37, "relative_energy_kcal_mol": 130.7, "smiles": "CS[C@H](Cc1ccccc1)N(N=O)C(C)(C)C", "elements": ["S", "O", "N", "N", "C", "C", "C", "C", "C", "C", "C", "C", "C", "C", "C", "C", "C", "H", "H", "H", "H", "H", "H", "H", "H", "H", "H", "H", "H", "H", "H", "H", "H", "H", "H", "H", "H"], "coordinates": [[-1.7871, 0.6615, -0.8483], [-1.8696, -2.7668, 0.3497], [-1.4511, -2.1213, 1.2643], [-1.0027, -0.8377, 1.2007], [3.2556, 0.1659, -2.3978], [1.6532, -0.0188, -4.2570], [-0.4621, -0.3901, -0.0604], [-1.6050, 1.2982, 2.3944], [-1.1374, -0.1074, 2.5383], [0.1862, -0.0511, 3.2392], [0.1246, -1.4129, -0.9779], [-0.7305, 2.1339, -1.4902], [2.8497, 0.2836, -3.6742], [2.3342, -0.3636, -1.5233], [1.0616, -0.7116, -1.9332], [-2.1511, -0.7098, 3.5029], [0.7177, -0.5119, -3.3268], [-2.0306, -0.1290, 4.5074], [0.3526, 0.3399, 0.1642], [-0.2569, -0.8692, -3.6190], [-0.8460, 1.9025, 1.9328], [0.6247, -2.1409, -0.3606], [3.5755, 0.5065, -4.3783], [-1.3223, 2.8998, -1.9238], [1.5494, 0.2172, -5.3194], [4.2272, 0.4022, -2.0993], [0.0890, 0.1853, 4.3591], [-3.1465, -0.5706, 3.1882], [0.9648, 0.4654, 2.7692], [-1.8976, 1.7471, 3.3719], [-1.8856, -1.7450, 3.7055], [2.5828, -0.4340, -0.4786], [-0.0114, 2.5891, -0.7816], [-0.5770, -1.9853, -1.6799], [0.5512, -1.0487, 3.3867], [-2.4140, 1.3024, 1.6944], [-0.1157, 1.8249, -2.4394]]}



4.
{"formula": "C2H6N6", "method": "wB97M-V/def2-TZVPD", "gap_ev": 9.0698, "energy_ha": -408.2263, "spin_multiplicity": 1, "e_homo_ev": -8.50, "relative_energy_kcal_mol": 43.7, "smiles": "[H]/N=c1\\n(N)cnn1N", "elements": ["N", "N", "N", "N", "N", "N", "C", "C", "H", "H", "H", "H", "H", "H"], "coordinates": [[-0.2614, 1.7570, -0.2645], [0.9133, 0.8993, -0.3402], [2.0522, 1.5108, 0.1928], [-0.8826, -0.3645, -0.3056], [1.3414, -1.2890, 0.5147], [-1.5948, -1.5179, -0.1730], [-1.2519, 0.9857, -0.4365], [0.4975, -0.4076, 0.0636], [-2.1725, -1.6774, 0.7764], [2.8975, 1.3000, -0.3239], [-2.1554, 1.3050, -0.7422], [2.2051, 1.1397, 1.1797], [-2.2306, -1.6302, -1.0132], [0.6423, -2.0110, 0.8718]]}



5.
{"formula": "C3H4N2O", "method": "wB97M-V/def2-TZVPD", "gap_ev": 10.0918, "energy_ha": -301.2843, "spin_multiplicity": 1, "e_homo_ev": -9.51, "relative_energy_kcal_mol": 127.3, "smiles": "C#[N+][O-].C#CN", "elements": ["O", "N", "N", "C", "C", "C", "H", "H", "H", "H"], "coordinates": [[1.6510, 0.3365, -3.1027], [0.7153, -0.0211, -2.4324], [-1.1888, -0.4073, 1.1543], [-0.2079, -0.3734, -1.8253], [1.1179, 0.6981, 1.4115], [0.0304, 0.1877, 1.3310], [-0.8992, -0.6406, -1.0474], [-1.3395, -1.1855, 1.7868], [-1.9573, 0.2504, 1.2241], [2.0779, 1.1552, 1.5001]]}



6.
{"formula": "C3H7N2S", "method": "wB97M-V/def2-TZVPD", "charge": 1, "gap_ev": [6.9253, 5.8960], "energy_ha": -625.7752, "s2": 2.0072, "spin_multiplicity": 3, "e_homo_ev": [-11.00, -14.38], "relative_energy_kcal_mol": 49.1, "elements": ["S", "N", "N", "C", "C", "C", "H", "H", "H", "H", "H", "H", "H"], "coordinates": [[-0.8732, 1.4298, -1.0681], [0.3257, -0.5369, -1.2685], [0.6257, 0.4402, 1.1775], [-0.5496, -0.3773, 0.9950], [0.6118, 0.7304, -1.4733], [-0.8901, -0.3427, -0.5215], [1.4065, -0.0493, 1.5908], [-1.7473, -0.9474, -0.8102], [0.9472, -1.3373, -1.2507], [-1.4239, -0.0151, 1.5425], [0.4470, 1.2756, 1.7174], [1.5059, 1.1508, -1.9023], [-0.3858, -1.4208, 1.2715]]}